(1)
Below is C5H4N2 in the gas phase, with properties calculated with ωB97M-V with the def2-TZVPD basis set.

Each line ends with the Löwdin charge.
Element x y z (Å)
C (-2.955640, -0.180735, -0.058290)  0.115
C (-1.698421, 0.224862, 0.014531)  -0.097
C (-0.363345, 0.135054, 0.296783)  -0.396
C (0.508086, 1.141144, 0.033270)  -0.008
C (1.712342, 0.425892, -0.099334)  -0.084
H (-3.956726, -0.651741, -0.395742)  0.055
H (0.550408, 2.191933, 0.116500)  0.101
H (2.767938, 0.426800, -0.086593)  0.108
H (1.843737, -1.692207, 0.130244)  0.120
N (1.430694, -0.869667, -0.125784)  -0.028
N (0.160929, -1.151337, 0.174416)  0.115

Atoms 1-3, force components in eV/Å:
C 6.03 1.56 -0.45
C -11.83 -3.27 0.17
C -0.33 -2.64 -1.46

LUMO energy in eV: 0.93
SMILES: C#Cc1cc[nH]n1
2S+1: 1
Orbital gap in hartree: 0.3510



(2)
Below is C5H4N2 in the gas phase, with properties calculated with ωB97M-V with the def2-TZVPD basis set.

Each line ends with the Löwdin charge.
Element x y z (Å)
C (-1.502007, 2.364013, 0.161670)  0.126
C (-0.927634, 1.319710, 0.318993)  -0.071
C (-0.200539, 0.107959, 0.237132)  -0.305
C (1.066246, -0.243565, 0.652977)  -0.024
C (1.318753, -1.459179, -0.009260)  -0.162
N (0.293778, -1.839431, -0.763817)  0.032
N (-0.615331, -0.881730, -0.596242)  0.011
H (-1.866160, 3.278649, -0.226975)  0.027
H (1.705518, 0.326231, 1.311249)  0.105
H (2.215515, -2.061831, 0.015441)  0.099
H (-1.488137, -0.910827, -1.101169)  0.162

Atoms 1-3, force components in eV/Å:
C 0.38 -0.45 -0.24
C -0.24 0.45 -0.12
C 0.13 -0.11 -0.14

LUMO energy in eV: 0.97
SMILES: C#Cc1ccn[nH]1
2S+1: 1
Orbital gap in hartree: 0.3691



(3)
Below is C5H4N2O in the gas phase, with properties calculated with ωB97M-V with the def2-TZVPD basis set.

Each line ends with the Löwdin charge.
Element x y z (Å)
C (0.380970, -0.878353, 0.807649)  -0.463
C (0.923121, 0.813498, -0.493238)  -0.114
C (-0.077954, -0.035673, -0.220117)  -0.194
C (-1.485357, 0.128395, -0.745755)  -0.064
C (-2.567775, 0.387297, -1.317653)  0.069
H (-0.607487, -2.218348, 0.581478)  0.158
H (2.517961, 1.442437, 0.813145)  0.217
H (1.105118, 1.633223, -1.057729)  0.121
H (-3.590971, 0.067312, -1.748555)  0.067
N (0.132242, -1.907597, 1.474424)  0.163
N (1.891999, 0.667629, 0.328349)  0.054
O (1.378134, -0.099820, 1.578004)  -0.015

Atoms 1-3, force components in eV/Å:
C 1.85 1.12 5.73
C -1.73 -0.32 0.33
C -3.90 1.08 -2.93

LUMO energy in eV: 0.36
SMILES: [H]/N=c1/o[nH]cc1C#C
2S+1: 1
Orbital gap in hartree: 0.3281



(4)
Below is C5H4N2O in the gas phase, with properties calculated with ωB97M-V with the def2-TZVPD basis set.

Each line ends with the Löwdin charge.
Element x y z (Å)
C (0.658154, -0.655804, 1.894339)  0.111
C (0.242192, -0.169541, 0.734708)  -0.191
C (-0.467579, 1.211456, 0.605766)  -0.056
C (-0.457107, 0.478279, -1.437162)  -0.369
C (0.320408, -0.612072, -0.663707)  -0.292
H (1.056970, -1.682622, 1.971700)  0.089
H (0.345572, -0.222387, 2.877048)  0.092
H (-0.653253, 1.806054, 1.503090)  0.122
H (-0.294059, -0.466524, -3.026164)  0.061
N (-0.813929, 1.518048, -0.574388)  0.117
N (-0.755707, 0.364111, -2.660409)  0.199
O (0.818337, -1.568999, -1.224820)  0.117

Atoms 1-3, force components in eV/Å:
C -0.82 -1.41 0.99
C -0.48 2.24 0.61
C 0.88 -2.10 0.47

LUMO energy in eV: -0.96
SMILES: [H]/N=C1/N=CC(=C)C1=O
2S+1: 1
Orbital gap in hartree: 0.3202



(5)
Below is C5H4N2O in the gas phase, with properties calculated with ωB97M-V with the def2-TZVPD basis set.

Each line ends with the Löwdin charge.
Element x y z (Å)
C (-1.087454, -0.228928, -0.367374)  -0.328
C (-0.057872, -0.757345, 0.540140)  -0.184
C (1.247430, -1.178413, 0.041689)  -0.138
C (-0.475819, 0.641297, 0.624433)  -0.187
C (0.362092, 1.697556, 0.067421)  -0.155
H (-2.956464, -0.040695, -0.650354)  0.108
H (-0.705577, -0.179606, -1.365026)  0.165
H (-0.288582, -1.363097, 1.451394)  0.181
H (-1.071014, 0.888613, 1.489493)  0.161
N (2.270030, -1.728198, -0.280726)  0.152
N (1.160228, 2.462276, -0.311967)  0.168
O (-2.365054, -0.686095, -0.276814)  0.057

Atoms 1-3, force components in eV/Å:
C -0.33 -1.31 -1.16
C 1.59 -2.48 1.59
C 4.56 -2.88 -1.49

LUMO energy in eV: 0.29
SMILES: N#C[C@@H]1[C@@H](O)[C@@H]1C#N
2S+1: 1
Orbital gap in hartree: 0.4210



(6)
Below is C5H4N2O in the gas phase, with properties calculated with ωB97M-V with the def2-TZVPD basis set.

Each line ends with the Löwdin charge.
Element x y z (Å)
C (-0.127822, -0.145239, 0.611900)  -0.224
C (0.668018, -1.195661, 0.987941)  -0.006
C (1.363897, -1.407366, -0.191446)  -0.206
C (-0.054153, 0.057065, -0.884514)  -0.173
C (-0.922853, 1.016194, -0.934297)  -0.124
H (-1.336002, 2.464906, 0.368699)  0.210
H (0.782013, -1.742376, 1.895363)  0.100
H (2.256074, -1.981676, -0.224403)  0.101
H (-1.213763, 1.643369, -1.857369)  0.169
N (-1.525335, 1.378137, 0.197788)  0.019
N (1.044439, -0.769831, -1.292160)  0.076
O (-0.934515, 0.682478, 1.322499)  0.058

Atoms 1-3, force components in eV/Å:
C 0.36 -1.58 1.28
C -1.19 1.25 0.37
C 1.12 -0.37 -1.49

LUMO energy in eV: 0.45
SMILES: c1cc2o[nH]cc-2n1
2S+1: 1
Orbital gap in hartree: 0.3367



(7)
Below is a molecular structure, C5H4N2O, with properties calculated with ωB97M-V with the def2-TZVPD basis set.

Each line ends with the Löwdin charge.
Element x y z (Å)
C (0.569766, 0.790296, -0.129052)  -0.398
C (0.589735, -1.409903, -0.093028)  -0.075
C (-0.347017, -0.365145, -0.142509)  -0.206
C (-1.709619, -0.436540, -0.171768)  -0.201
C (-2.853702, -0.486673, 0.089795)  0.053
H (-1.178374, 2.016353, -0.371473)  0.251
H (2.768357, -1.264657, 0.032177)  0.208
H (0.401222, -2.518069, -0.062475)  0.150
H (-3.917785, -0.089462, 0.826097)  0.172
N (1.878059, 0.563898, 0.048126)  0.125
N (1.742449, -0.853690, 0.197758)  -0.072
O (-0.113995, 1.916521, 0.066733)  -0.006

Atoms 1-3, force components in eV/Å:
C -3.21 -0.65 0.86
C -2.42 -0.74 0.72
C 5.31 -1.33 -1.44

LUMO energy in eV: 0.62
2S+1: 1
Orbital gap in hartree: 0.3333



(8)
Below is C5H4N2O3 in the gas phase, with properties calculated with ωB97M-V with the def2-TZVPD basis set.

Each line ends with the Löwdin charge.
Element x y z (Å)
C (0.617930, 0.731905, 1.383150)  -0.203
C (-0.020665, 0.301249, -1.730926)  -0.516
C (-1.098649, -0.812799, 0.402788)  -0.351
C (1.430388, 0.070440, -1.760327)  0.185
C (-0.192257, -0.345273, 1.498965)  -0.207
N (1.165446, 1.724483, 1.204293)  0.219
N (-0.978386, -0.137822, -0.848057)  0.161
O (-0.453118, 1.028210, -2.617791)  0.060
O (-2.050373, -1.523338, 0.688155)  0.122
O (-0.381647, -0.803593, 2.744073)  0.120
H (1.934422, -0.494111, -0.936658)  0.080
H (1.962333, 0.626189, -2.431667)  0.038
H (-1.937762, -0.016989, -1.101241)  0.151
H (0.002336, -0.348552, 3.505244)  0.141

Atoms 1-3, force components in eV/Å:
C 0.50 1.22 -0.89
C 0.85 1.42 -1.42
C 0.22 0.16 1.20

LUMO energy (alpha / beta) in eV: -2.07 / -1.48
2S+1: 1
Orbital gap (alpha / beta) in hartree: 0.2898 / 0.2876



(9)
Below is a molecular structure, C5H4N2O4S, with properties calculated with ωB97M-V with the def2-TZVPD basis set.

Each line ends with the Löwdin charge.
Element x y z (Å)
C (-1.642707, -0.155277, 0.319214)  0.003
C (-1.827033, -1.579742, 0.594322)  -0.252
C (-0.422169, 0.265121, 0.055757)  -0.278
C (0.717221, -0.586394, -0.305913)  -0.219
C (-0.142331, 1.620242, -0.373852)  -0.086
N (-2.322114, -2.569017, 0.811607)  0.208
N (0.498127, -1.945339, -0.297962)  -0.050
O (2.679357, 2.494699, -0.345540)  -0.232
O (1.861048, 0.127569, -0.610572)  -0.101
O (1.373608, -2.833737, -0.369615)  -0.014
O (1.704425, 1.196879, 1.563857)  -0.248
S (1.729254, 1.574643, 0.173650)  0.747
H (-2.572949, 0.344298, 0.459603)  0.125
H (-0.540991, -2.166589, -0.272871)  0.115
H (-0.885910, 2.424938, 0.047314)  0.163
H (-0.206841, 1.787704, -1.448999)  0.119

Atoms 1-3, force components in eV/Å:
C -0.25 -2.62 1.35
C -0.81 4.35 -0.14
C 0.19 -0.51 -2.29

LUMO energy (alpha / beta) in eV: -1.30 / -1.32
2S+1: 1
Orbital gap (alpha / beta) in hartree: 0.2828 / 0.2839



Which value of 2S+1 does entry 9 give? 1



Repeat the eighth record exactly.
Below is C5H4N2O3 in the gas phase, with properties calculated with ωB97M-V with the def2-TZVPD basis set.

Each line ends with the Löwdin charge.
Element x y z (Å)
C (0.617930, 0.731905, 1.383150)  -0.203
C (-0.020665, 0.301249, -1.730926)  -0.516
C (-1.098649, -0.812799, 0.402788)  -0.351
C (1.430388, 0.070440, -1.760327)  0.185
C (-0.192257, -0.345273, 1.498965)  -0.207
N (1.165446, 1.724483, 1.204293)  0.219
N (-0.978386, -0.137822, -0.848057)  0.161
O (-0.453118, 1.028210, -2.617791)  0.060
O (-2.050373, -1.523338, 0.688155)  0.122
O (-0.381647, -0.803593, 2.744073)  0.120
H (1.934422, -0.494111, -0.936658)  0.080
H (1.962333, 0.626189, -2.431667)  0.038
H (-1.937762, -0.016989, -1.101241)  0.151
H (0.002336, -0.348552, 3.505244)  0.141

Atoms 1-3, force components in eV/Å:
C 0.50 1.22 -0.89
C 0.85 1.42 -1.42
C 0.22 0.16 1.20

LUMO energy (alpha / beta) in eV: -2.07 / -1.48
2S+1: 1
Orbital gap (alpha / beta) in hartree: 0.2898 / 0.2876